The following is a DFT calculation (wB97M-V/def2-TZVPD) of C37H43BCoN11OSSe as an isolated structure.

Geometry (Å):
Co (-0.35, 0.37, -0.62)
C (1.45, -2.79, 0.52)
C (0.17, -2.28, 1.08)
C (-0.50, -2.92, 2.12)
C (-1.57, -2.11, 2.42)
N (-1.54, -1.06, 1.59)
N (-0.47, -1.15, 0.74)
B (-2.51, 0.14, 1.57)
N (-1.64, 1.41, 1.77)
C (-1.67, 2.33, 2.75)
C (-0.67, 3.25, 2.49)
C (-0.05, 2.80, 1.32)
C (1.09, 3.45, 0.60)
N (-0.64, 1.68, 0.91)
N (-3.16, 0.15, 0.16)
C (-4.46, 0.11, -0.19)
C (-4.52, 0.11, -1.57)
C (-3.19, 0.15, -2.00)
C (-2.67, 0.25, -3.39)
N (-2.39, 0.15, -0.93)
N (-3.63, 0.16, 2.60)
C (-4.51, 1.20, 2.71)
C (-5.38, 0.92, 3.72)
C (-4.97, -0.35, 4.20)
C (-5.58, -1.14, 5.31)
N (-3.93, -0.79, 3.52)
H (1.62, -3.80, 0.90)
H (1.46, -2.83, -0.56)
H (2.27, -2.16, 0.88)
H (-0.23, -3.85, 2.59)
H (-2.35, -2.19, 3.16)
H (-2.38, 2.28, 3.55)
H (-0.42, 4.12, 3.07)
H (1.18, 4.48, 0.91)
H (2.02, 2.93, 0.85)
H (0.95, 3.40, -0.48)
H (-5.25, 0.06, 0.54)
H (-5.41, 0.08, -2.18)
H (-3.22, -0.42, -4.05)
H (-2.79, 1.27, -3.77)
H (-1.61, 0.01, -3.42)
H (-4.44, 2.05, 2.05)
H (-6.19, 1.52, 4.08)
H (-6.48, -0.65, 5.68)
H (-5.83, -2.14, 4.97)
H (-4.87, -1.24, 6.14)
C (2.81, -0.62, -1.66)
N (1.57, 0.17, -1.71)
C (1.55, 1.05, -2.66)
C (0.47, 1.95, -2.75)
C (0.18, 3.06, -3.55)
C (-0.98, 3.62, -3.02)
C (-1.35, 2.83, -1.93)
N (-0.48, 1.82, -1.78)
C (4.06, 0.23, -1.55)
C (4.12, 1.22, -0.57)
C (5.26, 1.98, -0.40)
C (6.37, 1.75, -1.20)
C (6.32, 0.76, -2.17)
C (5.17, 0.01, -2.34)
H (2.88, -1.27, -2.54)
H (2.78, -1.26, -0.79)
H (2.38, 1.12, -3.37)
H (0.76, 3.40, -4.40)
H (-1.49, 4.50, -3.37)
H (-2.20, 2.96, -1.28)
H (3.25, 1.38, 0.07)
H (5.29, 2.75, 0.37)
H (7.27, 2.34, -1.06)
H (7.19, 0.57, -2.79)
H (5.14, -0.76, -3.11)
Se (1.93, 0.30, 2.58)
C (3.64, 0.26, 3.39)
C (4.77, -0.17, 2.69)
C (5.99, -0.18, 3.35)
N (6.15, 0.20, 4.61)
C (5.07, 0.61, 5.28)
C (3.80, 0.66, 4.72)
H (4.69, -0.48, 1.66)
H (6.88, -0.50, 2.83)
H (5.23, 0.91, 6.31)
H (2.96, 1.01, 5.30)
O (0.94, -3.12, -2.73)
S (-0.26, -2.25, -2.89)
C (-0.75, -2.50, -4.66)
C (-2.09, -3.23, -4.69)
C (-2.12, -4.12, -3.45)
C (-1.70, -3.22, -2.30)
H (0.06, -3.11, -5.06)
H (-0.78, -1.54, -5.17)
H (-2.20, -3.81, -5.60)
H (-2.91, -2.52, -4.64)
H (-1.41, -4.94, -3.55)
H (-3.12, -4.54, -3.29)
H (-1.37, -3.76, -1.41)
H (-2.47, -2.49, -2.03)

Calculated values
Spin multiplicity: 3
HOMO energy (spin up / spin down), eV: -7.61 / -7.63

The following is a DFT calculation (wB97M-V/def2-TZVPD) of C32H27N6O2OsS as an isolated structure.

Geometry (Å):
Os (-0.10, -0.72, -0.51)
C (-0.81, -4.42, -2.70)
C (-0.89, -3.14, -2.17)
N (0.06, -2.62, -1.39)
C (1.16, -3.37, -1.10)
C (1.32, -4.67, -1.59)
C (0.30, -5.19, -2.41)
C (2.51, -5.40, -1.25)
C (3.46, -4.85, -0.47)
C (3.31, -3.52, 0.04)
C (4.27, -2.90, 0.86)
C (4.07, -1.62, 1.31)
C (2.90, -0.95, 0.93)
N (1.98, -1.51, 0.17)
C (2.17, -2.78, -0.28)
H (-1.60, -4.80, -3.32)
H (-1.75, -2.51, -2.38)
H (0.39, -6.19, -2.81)
H (2.62, -6.41, -1.64)
H (4.35, -5.41, -0.21)
H (5.17, -3.44, 1.14)
H (4.79, -1.11, 1.93)
H (2.71, 0.07, 1.25)
C (-4.59, 6.16, 1.09)
C (-3.57, 5.11, 1.14)
C (-2.41, 5.28, 1.99)
C (-1.48, 4.29, 2.10)
C (-1.66, 3.10, 1.36)
C (-2.79, 2.91, 0.50)
C (-3.71, 3.90, 0.39)
S (-0.54, 1.74, 1.65)
O (0.57, 2.26, 2.37)
O (-1.40, 0.75, 2.23)
N (-0.09, 1.22, 0.17)
C (0.63, 2.14, -0.66)
C (0.92, 3.46, -0.41)
C (1.61, 4.25, -1.36)
C (2.01, 3.74, -2.55)
C (1.73, 2.38, -2.85)
C (2.08, 1.77, -4.07)
C (1.75, 0.46, -4.30)
C (1.08, -0.26, -3.30)
N (0.74, 0.28, -2.13)
C (1.05, 1.61, -1.90)
H (-4.15, 7.16, 1.15)
H (-5.21, 6.07, 2.00)
H (-5.25, 6.07, 0.23)
H (-2.30, 6.20, 2.55)
H (-0.62, 4.39, 2.75)
H (-2.89, 1.98, -0.04)
H (-4.58, 3.78, -0.25)
H (0.66, 3.92, 0.53)
H (1.83, 5.28, -1.12)
H (2.55, 4.34, -3.27)
H (2.61, 2.34, -4.82)
H (1.99, -0.04, -5.22)
H (0.82, -1.30, -3.45)
C (-1.43, -2.75, 4.49)
N (-1.52, -2.48, 3.05)
C (-2.63, -2.68, 2.25)
C (-2.30, -2.24, 1.01)
N (-1.00, -1.75, 1.05)
C (-0.58, -1.90, 2.30)
H (-2.05, -3.61, 4.72)
H (-1.78, -1.88, 5.04)
H (-0.40, -2.97, 4.75)
H (-3.53, -3.14, 2.63)
H (-2.88, -2.27, 0.11)
H (0.39, -1.62, 2.68)

Calculated values
Net charge: +3
Spin multiplicity: 5
HOMO energy (spin up / spin down), eV: -16.02 / -16.38

The following is a DFT calculation (wB97M-V/def2-TZVPD) of C18H10CuF2O14 as an isolated structure.

Geometry (Å):
Cu (-0.51, -0.69, -0.24)
C (-0.66, -3.05, -3.85)
C (-0.82, -2.39, -2.60)
C (-2.28, -2.04, -2.20)
O (-2.43, -1.38, -1.15)
C (-3.36, -2.36, -3.10)
C (-3.16, -3.10, -4.25)
C (-1.76, -3.42, -4.66)
O (-1.46, -3.67, -5.87)
O (-4.20, -3.45, -4.91)
O (0.19, -2.00, -1.96)
H (0.35, -3.20, -4.20)
H (-4.34, -2.05, -2.76)
C (-0.34, 1.29, -2.02)
C (0.76, 1.63, -2.86)
C (1.64, 2.89, -2.42)
O (2.58, 3.16, -3.18)
C (1.16, 3.65, -1.29)
C (0.03, 3.29, -0.56)
C (-0.73, 2.03, -0.93)
O (-1.70, 1.59, -0.23)
O (-0.38, 4.13, 0.31)
O (1.26, 0.93, -3.75)
H (-0.85, 0.36, -2.25)
H (1.60, 4.63, -1.14)
C (-0.96, -1.46, 5.43)
C (-0.13, -0.19, 5.41)
O (-0.39, 0.23, 4.08)
C (-0.76, -0.86, 3.32)
O (-0.91, -0.86, 2.15)
O (-0.93, -1.92, 4.11)
F (1.23, -0.42, 5.44)
H (-2.00, -1.15, 5.57)
H (-0.70, -2.17, 6.21)
H (-0.36, 0.46, 6.25)
C (2.36, 1.95, 0.85)
C (3.12, 1.52, 2.05)
O (3.11, 0.11, 1.96)
C (2.07, -0.25, 1.15)
O (1.67, -1.37, 1.04)
O (1.53, 0.83, 0.61)
F (2.54, 1.93, 3.23)
H (3.06, 2.17, 0.04)
H (1.70, 2.79, 1.08)
H (4.16, 1.87, 2.08)

Calculated values
Energy relative to the best compared isomer or geometry (same formula, charge and spin), kcal per mole: 0.0
Net charge: -3
HOMO energy, eV: 1.66

The following is a DFT calculation (wB97M-V/def2-TZVPD) of the molecule C9H9NO2S2.

Geometry (Å):
O (-1.54, 0.66, 1.71)
O (-0.91, -0.29, -2.27)
S (0.88, 2.32, -0.59)
S (-2.08, 1.74, -1.01)
C (-0.64, 1.63, -0.03)
C (3.41, 1.39, 2.49)
C (2.47, 0.77, 3.35)
C (2.98, 1.94, 1.26)
C (1.15, 0.58, 2.91)
C (1.67, 1.80, 0.86)
C (0.74, 1.12, 1.69)
N (-0.55, 1.08, 1.14)
C (-0.05, -1.30, -1.72)
C (-2.07, -0.03, -1.49)
H (4.45, 1.45, 2.85)
H (2.72, 0.42, 4.37)
H (3.67, 2.45, 0.55)
H (0.40, 0.00, 3.49)
H (0.87, -1.39, -2.28)
H (0.24, -0.97, -0.71)
H (-0.58, -2.27, -1.65)
H (-2.10, -0.71, -0.63)
H (-2.97, -0.22, -2.11)

Calculated values
Energy relative to the best compared isomer or geometry (same formula, charge and spin), kcal per mole: 37.1
HOMO energy, eV: -8.13

The following is a DFT calculation (wB97M-V/def2-TZVPD) of a 2-piece molecular cluster, C6H14ClFSi overall.

Geometry (Å):
C (-1.86, -0.65, 0.39)
C (0.09, -1.42, 1.70)
C (-0.36, 1.01, 1.32)
C (-0.31, 2.02, -2.35)
C (2.34, -0.43, -0.89)
C (-0.37, -0.39, 0.70)
F (2.65, 0.51, 0.07)
Si (0.45, -0.42, -1.00)
Cl (-0.08, -2.11, -2.14)
H (-2.07, -1.61, 0.61)
H (-2.49, -0.12, 1.06)
H (-2.21, -0.53, -0.56)
H (-0.39, -2.48, 1.59)
H (-0.28, -1.17, 2.70)
H (1.07, -1.45, 1.80)
H (0.67, 1.34, 1.19)
H (-1.00, 1.73, 0.98)
H (-0.51, 1.04, 2.39)
H (-1.23, 2.01, -2.88)
H (-0.11, 2.76, -1.51)
H (0.53, 1.88, -3.06)
H (2.77, -0.23, -1.81)
H (2.72, -1.27, -0.29)

Calculated values
Spin multiplicity: 3
HOMO energy (spin up / spin down), eV: -6.32 / -9.96

The following is a DFT calculation (wB97M-V/def2-TZVPD) of C39H30CeClI3N3O7P as an isolated structure.

Geometry (Å):
Ce (0.65, 1.80, 0.76)
I (2.11, 2.82, 3.31)
C (2.90, 1.52, -0.72)
I (2.85, 1.98, -2.85)
H (3.25, 0.48, -0.69)
H (3.73, 2.12, -0.33)
O (-0.69, 0.25, 1.50)
C (-1.07, -1.08, 1.11)
C (0.02, -1.96, 1.69)
C (0.18, -2.13, 3.10)
C (1.17, -2.87, 3.63)
C (2.03, -3.58, 2.78)
C (1.96, -3.39, 1.43)
C (1.01, -2.53, 0.85)
P (1.20, -1.95, -0.93)
C (2.82, -2.70, -1.32)
C (3.08, -3.75, -2.18)
C (4.37, -4.14, -2.43)
C (5.43, -3.54, -1.82)
C (5.21, -2.48, -0.91)
C (3.90, -2.07, -0.69)
C (0.18, -3.09, -1.92)
C (-0.01, -2.75, -3.28)
C (-0.73, -3.59, -4.09)
C (-1.26, -4.81, -3.57)
C (-1.03, -5.17, -2.25)
C (-0.32, -4.30, -1.45)
H (-0.54, -1.57, 3.67)
H (1.18, -3.03, 4.72)
H (2.74, -4.26, 3.17)
H (2.72, -3.90, 0.85)
H (2.26, -4.18, -2.73)
H (4.46, -5.00, -3.09)
H (6.46, -3.83, -1.97)
H (6.08, -1.98, -0.47)
H (3.66, -1.29, 0.00)
H (0.45, -1.84, -3.63)
H (-0.91, -3.38, -5.13)
H (-1.84, -5.48, -4.18)
H (-1.47, -6.06, -1.81)
H (-0.15, -4.60, -0.43)
Cl (0.92, 8.90, 2.72)
C (0.42, 7.37, 2.08)
C (-0.74, 6.82, 2.60)
C (-1.20, 5.55, 2.28)
I (-2.84, 4.59, 3.20)
C (-0.48, 4.74, 1.42)
O (-0.85, 3.52, 1.16)
C (0.69, 5.35, 0.80)
N (1.44, 4.52, 0.00)
C (2.59, 4.93, -0.44)
C (3.11, 6.22, -0.14)
C (2.42, 7.08, 0.64)
C (1.15, 6.64, 1.12)
H (-1.31, 7.36, 3.35)
H (3.16, 4.25, -1.03)
H (4.10, 6.50, -0.50)
H (2.74, 8.05, 0.92)
N (-0.44, 3.23, -2.61)
C (-1.08, 2.19, -2.08)
O (-0.57, 1.28, -1.42)
C (-2.56, 2.10, -2.41)
C (-3.36, 2.39, -1.13)
H (0.57, 3.38, -2.46)
H (-1.00, 3.83, -3.21)
H (-2.69, 1.10, -2.78)
H (-2.79, 2.84, -3.18)
H (-4.43, 2.35, -1.40)
H (-3.09, 3.38, -0.74)
O (-4.18, -0.02, -1.21)
C (-3.61, 0.31, -0.19)
O (-3.07, 1.52, -0.04)
C (-3.57, -0.69, 0.97)
C (-2.50, -1.38, 1.51)
C (-2.77, -2.55, 2.22)
C (-4.08, -2.90, 2.53)
C (-5.14, -2.04, 2.19)
C (-4.88, -0.99, 1.37)
N (-4.37, -4.16, 3.24)
O (-3.40, -4.71, 3.69)
O (-5.54, -4.53, 3.35)
H (-1.07, -1.14, 0.00)
H (-1.95, -3.18, 2.45)
H (-6.10, -2.31, 2.55)
H (-5.70, -0.39, 0.96)

Calculated values
Net charge: -1
Spin multiplicity: 2
HOMO energy (spin up / spin down), eV: -5.03 / -5.09

The following is a DFT calculation (wB97M-V/def2-TZVPD) of C22H23ClGeIN10O2PtS as an isolated structure.

Geometry (Å):
Pt (0.16, -0.49, 1.28)
N (-0.97, 0.47, 4.32)
C (-1.58, -0.64, 3.78)
N (-2.67, -1.21, 4.27)
N (-2.90, -2.25, 3.44)
N (-2.01, -2.30, 2.52)
N (-1.14, -1.29, 2.69)
C (0.26, 0.90, 3.94)
N (1.03, 1.72, 4.64)
N (2.14, 1.86, 3.90)
N (2.07, 1.17, 2.83)
N (0.88, 0.54, 2.80)
H (-1.34, 0.82, 5.19)
Cl (1.95, -5.95, -2.85)
C (1.14, -4.70, -1.97)
C (-0.22, -4.53, -2.16)
C (-0.88, -3.50, -1.52)
I (-2.95, -3.30, -1.71)
C (-0.22, -2.61, -0.65)
O (-0.83, -1.56, -0.17)
C (1.15, -2.90, -0.35)
N (1.73, -2.15, 0.61)
C (3.04, -2.27, 0.82)
C (3.82, -3.18, 0.13)
C (3.24, -4.02, -0.80)
C (1.86, -3.91, -1.05)
H (-0.75, -5.21, -2.81)
H (3.45, -1.60, 1.57)
H (4.89, -3.24, 0.33)
H (3.83, -4.74, -1.36)
C (-4.41, 1.61, 0.12)
S (-3.04, 0.37, 0.13)
O (-1.97, 1.05, 0.91)
C (-2.64, 0.67, -1.62)
C (-3.56, 0.40, -2.62)
C (-3.19, 0.55, -3.95)
C (-1.90, 0.95, -4.27)
C (-0.98, 1.20, -3.26)
C (-1.36, 1.08, -1.93)
H (-3.99, 2.59, -0.11)
H (-4.86, 1.61, 1.11)
H (-5.15, 1.32, -0.62)
H (-4.55, 0.04, -2.38)
H (-3.90, 0.35, -4.74)
H (-1.60, 1.05, -5.30)
H (0.03, 1.48, -3.51)
H (-0.64, 1.25, -1.14)
C (0.48, 3.56, 1.16)
Ge (1.86, 2.45, 0.26)
C (3.68, 2.79, 0.99)
C (1.93, 3.18, -1.61)
C (1.30, 0.60, 0.05)
H (0.92, 4.46, 1.58)
H (-0.02, 3.01, 1.96)
H (-0.28, 3.84, 0.43)
H (4.16, 3.59, 0.43)
H (4.28, 1.89, 0.92)
H (3.61, 3.07, 2.04)
H (2.23, 4.23, -1.59)
H (0.96, 3.11, -2.10)
H (2.66, 2.63, -2.21)
H (1.71, 0.07, -0.82)

Calculated values
Energy relative to the best compared isomer or geometry (same formula, charge and spin), kcal per mole: 44.3
Net charge: -1
HOMO energy (spin up / spin down), eV: -4.60 / -4.61

The following is a DFT calculation (wB97M-V/def2-TZVPD) of C41H46AsNO7W as an isolated structure.

Geometry (Å):
W (-0.02, -0.52, 0.45)
C (-0.12, -0.10, -2.87)
C (-1.32, -0.92, -2.48)
O (-1.69, -0.57, -1.13)
C (-2.65, 0.50, -0.94)
C (-1.92, 1.80, -0.72)
O (-0.72, 1.53, 0.09)
C (0.20, 2.64, 0.10)
C (1.35, 2.15, 0.92)
O (1.67, 0.79, 0.43)
C (2.68, 0.73, -0.63)
C (1.98, 0.60, -1.97)
O (0.73, -0.07, -1.69)
H (0.42, -0.56, -3.70)
H (-0.36, 0.93, -3.13)
H (-2.16, -0.77, -3.15)
H (-1.08, -1.98, -2.45)
H (-3.31, 0.56, -1.81)
H (-3.25, 0.22, -0.08)
H (-1.58, 2.27, -1.64)
H (-2.54, 2.51, -0.17)
H (0.46, 2.90, -0.92)
H (-0.27, 3.50, 0.58)
H (2.24, 2.77, 0.83)
H (1.09, 2.05, 1.97)
H (3.30, 1.63, -0.56)
H (3.30, -0.12, -0.41)
H (1.76, 1.55, -2.45)
H (2.58, -0.01, -2.65)
C (1.17, -6.67, 2.09)
C (0.54, -6.36, 0.89)
C (0.71, -5.10, 0.32)
C (1.52, -4.16, 0.97)
C (2.16, -4.48, 2.16)
C (1.99, -5.73, 2.71)
As (1.85, -2.45, 0.11)
C (3.67, -2.08, 0.57)
C (4.22, -1.52, 1.72)
C (5.60, -1.41, 1.82)
C (6.41, -1.85, 0.78)
C (5.86, -2.37, -0.38)
C (4.48, -2.48, -0.50)
C (3.77, -2.94, -1.72)
C (4.38, -3.38, -2.89)
C (3.61, -3.78, -3.97)
C (2.22, -3.77, -3.90)
C (1.59, -3.34, -2.74)
C (2.36, -2.92, -1.67)
H (1.05, -7.66, 2.52)
H (-0.06, -7.10, 0.38)
H (0.25, -4.89, -0.63)
H (2.85, -3.78, 2.63)
H (2.51, -6.00, 3.62)
H (3.62, -1.14, 2.53)
H (6.05, -0.98, 2.71)
H (7.49, -1.77, 0.87)
H (6.51, -2.69, -1.18)
H (5.46, -3.41, -2.97)
H (4.10, -4.13, -4.87)
H (1.64, -4.10, -4.74)
H (0.51, -3.37, -2.68)
C (3.15, -3.67, 6.09)
O (2.32, -3.05, 5.05)
C (1.02, -3.28, 5.04)
C (0.35, -4.16, 5.88)
C (-1.02, -4.28, 5.77)
C (-1.74, -3.53, 4.80)
C (-1.11, -2.66, 3.96)
C (0.29, -2.49, 4.06)
N (1.02, -1.67, 3.28)
C (0.64, -0.43, 2.59)
C (-0.47, 0.31, 3.28)
C (-0.41, 0.99, 4.50)
C (-1.56, 1.59, 5.00)
C (-2.76, 1.52, 4.30)
C (-2.85, 0.85, 3.08)
C (-1.68, 0.28, 2.63)
O (-1.61, -0.45, 1.43)
H (3.20, -4.74, 5.91)
H (2.74, -3.43, 7.06)
H (4.13, -3.21, 5.97)
H (0.89, -4.75, 6.61)
H (-1.55, -4.95, 6.43)
H (-2.81, -3.67, 4.74)
H (-1.68, -2.12, 3.22)
H (2.02, -1.78, 3.43)
H (1.54, 0.17, 2.61)
H (0.52, 1.05, 5.06)
H (-1.52, 2.12, 5.94)
H (-3.65, 1.98, 4.71)
H (-3.78, 0.77, 2.54)
C (-2.23, -3.02, 0.22)
O (-0.85, -2.56, 0.45)
H (-2.36, -3.93, 0.80)
H (-2.35, -3.22, -0.84)
H (-2.92, -2.26, 0.57)
H (-0.39, -3.21, 1.02)

Calculated values
Energy relative to the best compared isomer or geometry (same formula, charge and spin), kcal per mole: 27.5
Net charge: +4
Spin multiplicity: 3
HOMO energy (spin up / spin down), eV: -18.22 / -18.22

Which formula does entry 8 have?
C41H46AsNO7W

Repeat the third record exactly.
The following is a DFT calculation (wB97M-V/def2-TZVPD) of C18H10CuF2O14 as an isolated structure.

Geometry (Å):
Cu (-0.51, -0.69, -0.24)
C (-0.66, -3.05, -3.85)
C (-0.82, -2.39, -2.60)
C (-2.28, -2.04, -2.20)
O (-2.43, -1.38, -1.15)
C (-3.36, -2.36, -3.10)
C (-3.16, -3.10, -4.25)
C (-1.76, -3.42, -4.66)
O (-1.46, -3.67, -5.87)
O (-4.20, -3.45, -4.91)
O (0.19, -2.00, -1.96)
H (0.35, -3.20, -4.20)
H (-4.34, -2.05, -2.76)
C (-0.34, 1.29, -2.02)
C (0.76, 1.63, -2.86)
C (1.64, 2.89, -2.42)
O (2.58, 3.16, -3.18)
C (1.16, 3.65, -1.29)
C (0.03, 3.29, -0.56)
C (-0.73, 2.03, -0.93)
O (-1.70, 1.59, -0.23)
O (-0.38, 4.13, 0.31)
O (1.26, 0.93, -3.75)
H (-0.85, 0.36, -2.25)
H (1.60, 4.63, -1.14)
C (-0.96, -1.46, 5.43)
C (-0.13, -0.19, 5.41)
O (-0.39, 0.23, 4.08)
C (-0.76, -0.86, 3.32)
O (-0.91, -0.86, 2.15)
O (-0.93, -1.92, 4.11)
F (1.23, -0.42, 5.44)
H (-2.00, -1.15, 5.57)
H (-0.70, -2.17, 6.21)
H (-0.36, 0.46, 6.25)
C (2.36, 1.95, 0.85)
C (3.12, 1.52, 2.05)
O (3.11, 0.11, 1.96)
C (2.07, -0.25, 1.15)
O (1.67, -1.37, 1.04)
O (1.53, 0.83, 0.61)
F (2.54, 1.93, 3.23)
H (3.06, 2.17, 0.04)
H (1.70, 2.79, 1.08)
H (4.16, 1.87, 2.08)

Calculated values
Energy relative to the best compared isomer or geometry (same formula, charge and spin), kcal per mole: 0.0
Net charge: -3
HOMO energy, eV: 1.66